This record from the Open Molecules 2025 dataset describes 3 unconnected molecules or ions with the total composition C11H29BO9P at a distorted geometry. The level of theory is ωB97M-V/def2-TZVPD.

Calculated values
- charge = -1
- LUMO energy (eV) = 2.180
- HOMO-LUMO gap (eV) = 6.27

Geometry (Å):
O1 8.162 3.056 1.895
P1 8.701 2.462 0.496
O2 9.672 3.638 -0.371
O3 9.590 0.989 0.900
C1 7.236 1.857 -0.637
C2 5.881 2.028 0.271
C3 5.457 3.624 0.241
O4 3.964 3.666 0.102
B1 3.617 2.287 0.593
O5 4.601 1.469 -0.191
H1 9.046 4.358 -0.691
H2 8.937 0.343 1.325
H3 7.121 2.535 -1.607
H4 7.453 0.740 -0.978
H5 6.107 1.509 1.297
H6 5.627 4.089 1.301
H7 6.099 4.280 -0.487
H8 2.488 1.962 0.593
H9 4.103 2.330 1.683
C4 -2.608 -0.825 -0.273
O6 -1.693 -0.682 -1.356
C5 -1.102 0.621 -1.400
C6 0.322 0.605 -0.838
O7 0.323 0.333 0.567
C7 0.679 -1.014 0.856
H10 -2.845 -1.885 -0.164
H11 -2.182 -0.464 0.667
H12 -3.529 -0.280 -0.496
H13 -1.727 1.352 -0.870
H14 -1.061 0.917 -2.453
H15 0.763 1.599 -0.971
H16 0.950 -0.115 -1.376
H17 1.752 -1.154 0.700
H18 0.121 -1.723 0.239
H19 0.449 -1.212 1.905
C8 -6.462 -1.644 1.547
O8 -5.712 -2.332 0.548
C9 -6.104 -3.702 0.421
C10 -7.003 -3.912 -0.801
O9 -8.268 -3.263 -0.634
C11 -8.344 -2.038 -1.354
H20 -6.276 -0.575 1.438
H21 -7.535 -1.825 1.444
H22 -6.127 -1.961 2.540
H23 -6.596 -4.055 1.337
H24 -5.187 -4.284 0.287
H25 -7.206 -4.984 -0.908
H26 -6.506 -3.572 -1.718
H27 -8.449 -2.243 -2.423
H28 -7.466 -1.410 -1.183
H29 -9.229 -1.496 -1.014

---

This record from the Open Molecules 2025 dataset describes 8 unconnected molecules or ions with the total composition C37H59Br2F4NO34S7 at a distorted geometry. The level of theory is ωB97M-V/def2-TZVPD.

Calculated values
- charge = 0
- relative energy (zero: lowest compared OMol25 entry of this formula, charge and spin) (eV) = 3.598
- LUMO energy (eV) = 0.199
- HOMO-LUMO gap (eV) = 8.60

Geometry (Å):
O1 2.246 -3.416 1.935
C1 1.076 -3.158 1.966
O2 0.121 -4.232 1.903
C2 0.470 -1.658 2.030
C3 1.312 -0.627 1.176
C4 0.797 -0.385 -0.305
Br1 2.242 -1.140 -1.499
O3 -0.505 -0.851 -0.598
C5 -0.604 -2.218 -1.010
C6 -0.789 -2.404 -2.594
C7 -1.935 -1.418 -3.130
C8 -3.395 -2.025 -2.978
F1 -3.636 -2.856 -4.111
C9 0.761 1.209 -0.715
Br2 0.942 1.210 -2.732
C10 2.016 2.017 -0.190
C11 2.227 3.444 -0.858
O4 1.070 4.300 -0.807
C12 0.542 4.596 -2.098
C13 -0.257 5.984 -2.110
F2 -1.575 5.741 -2.547
F3 -0.371 6.563 -0.865
F4 0.297 6.831 -3.066
O5 -0.504 1.805 -0.477
C14 -0.678 2.244 0.880
C15 -2.266 2.383 1.084
C16 -2.842 0.903 1.020
C17 -4.414 0.799 1.171
O6 -4.850 -0.294 1.505
N1 -5.316 1.929 0.885
C18 -6.685 1.339 0.888
C19 -7.199 0.843 -0.414
C20 -8.569 0.218 -0.391
C21 -9.335 0.108 0.887
C22 -8.783 0.637 2.171
C23 -7.437 1.262 2.176
H1 -0.490 -3.935 1.192
H2 0.562 -1.346 3.114
H3 -0.634 -1.660 1.789
H4 2.371 -1.038 1.131
H5 1.396 0.310 1.805
H6 0.178 -2.915 -0.581
H7 -1.594 -2.601 -0.580
H8 -1.084 -3.494 -2.721
H9 0.153 -2.200 -3.170
H10 -1.694 -1.193 -4.219
H11 -1.937 -0.422 -2.603
H12 -3.431 -2.579 -1.998
H13 -4.125 -1.158 -2.911
H14 2.967 1.429 -0.415
H15 2.031 2.158 0.940
H16 3.033 3.959 -0.237
H17 2.680 3.338 -1.892
H18 1.297 4.606 -2.933
H19 -0.245 3.811 -2.338
H20 -0.257 3.273 1.087
H21 -0.340 1.514 1.668
H22 -2.535 2.874 2.058
H23 -2.658 2.941 0.173
H24 -2.410 0.269 1.860
H25 -2.583 0.376 0.055
H26 -5.138 2.280 -0.066
H27 -6.598 0.911 -1.370
H28 -9.008 -0.187 -1.340
H29 -10.346 -0.391 0.905
H30 -9.338 0.550 3.141
H31 -6.914 1.678 3.078
C24 3.378 -4.630 5.502
C25 3.957 -4.968 4.143
O7 5.369 -5.066 4.358
S1 5.639 -5.621 5.850
O8 5.870 -7.024 5.774
O9 6.535 -4.729 6.506
O10 4.152 -5.387 6.439
H32 3.505 -3.568 5.734
H33 2.324 -4.891 5.579
H34 3.732 -4.210 3.395
H35 3.600 -5.940 3.793
C26 6.206 0.816 -4.920
C27 5.126 1.876 -5.024
O11 4.534 1.927 -3.722
S2 5.664 1.594 -2.613
O12 6.161 2.831 -2.096
O13 5.177 0.542 -1.781
O14 6.776 0.986 -3.620
H36 5.781 -0.190 -4.977
H37 6.971 0.930 -5.688
H38 4.378 1.634 -5.780
H39 5.556 2.859 -5.239
C28 8.369 7.223 -3.411
C29 8.721 7.224 -1.934
O15 8.003 6.120 -1.382
S3 7.884 4.951 -2.498
O16 8.915 3.999 -2.260
O17 6.518 4.587 -2.624
O18 8.310 5.845 -3.783
H40 7.384 7.664 -3.583
H41 9.111 7.748 -4.012
H42 8.439 8.152 -1.439
H43 9.789 7.041 -1.783
C30 5.949 -0.749 -9.660
C31 5.411 0.463 -10.397
O19 4.054 0.584 -9.965
S4 3.937 0.068 -8.438
O20 3.986 1.204 -7.575
O21 2.904 -0.902 -8.369
O22 5.365 -0.685 -8.357
H44 5.622 -1.678 -10.134
H45 7.036 -0.741 -9.592
H46 5.461 0.349 -11.479
H47 5.942 1.373 -10.103
C32 -3.051 -3.829 4.363
C33 -3.302 -4.132 5.831
O23 -2.003 -4.356 6.386
S5 -0.930 -3.433 5.608
O24 -0.718 -2.257 6.380
O25 0.135 -4.259 5.151
O26 -1.857 -3.044 4.343
H48 -2.868 -4.745 3.794
H49 -3.876 -3.280 3.908
H50 -3.936 -5.005 5.973
H51 -3.745 -3.273 6.342
C34 -14.166 -3.353 1.343
C35 -14.159 -2.524 0.072
O27 -12.994 -1.703 0.175
S6 -11.849 -2.508 0.984
O28 -10.967 -3.101 0.040
O29 -11.397 -1.690 2.056
O30 -12.795 -3.671 1.591
H52 -14.540 -2.774 2.191
H53 -14.755 -4.263 1.239
H54 -15.054 -1.911 -0.030
H55 -14.050 -3.157 -0.813
C36 3.926 -0.760 6.951
C37 4.168 0.723 7.163
O31 3.628 1.353 6.000
S7 2.362 0.497 5.473
O32 1.173 1.101 5.967
O33 2.560 0.207 4.092
O34 2.642 -0.845 6.328
H56 4.665 -1.188 6.267
H57 3.934 -1.319 7.886
H58 5.224 0.960 7.275
H59 3.619 1.092 8.034

---

This record from the Open Molecules 2025 dataset describes a molecular structure, C5H8N2 at a distorted geometry. The level of theory is ωB97M-V/def2-TZVPD.

Calculated values
- charge = 0
- relative energy (zero: lowest compared OMol25 entry of this formula, charge and spin) (eV) = 3.453
- LUMO energy (eV) = 0.752
- HOMO-LUMO gap (eV) = 9.52

Geometry (Å):
C1 -2.116 0.276 -0.118
C2 -0.968 -0.666 -0.038
N1 0.295 -0.059 0.365
C3 1.256 -0.955 -0.087
C4 2.353 -0.136 -0.181
N2 2.195 1.197 0.076
C5 0.916 1.158 0.376
H1 -3.079 -0.177 -0.386
H2 -2.186 0.670 0.903
H3 -1.759 1.082 -0.773
H4 -0.487 -0.680 -1.334
H5 -1.374 -1.519 0.578
H6 1.222 -1.977 0.302
H7 3.347 -0.344 -0.486
H8 0.526 2.123 0.611

---

This record from the Open Molecules 2025 dataset describes a gas-phase ion, C5H8N (charge +1) at a distorted geometry. The level of theory is ωB97M-V/def2-TZVPD.

Calculated values
- charge = +1
- SMILES string = C=C=C[C@H]1C[NH2+]1
- relative energy (zero: lowest compared OMol25 entry of this formula, charge and spin) (eV) = 4.211
- LUMO energy (eV) = -3.305
- HOMO-LUMO gap (eV) = 10.48

Geometry (Å):
C1 3.339 -0.177 -0.193
C2 2.076 -0.086 0.058
C3 0.795 -0.035 0.462
C4 -0.490 -0.047 -0.368
C5 -1.963 -0.747 -0.128
N1 -1.625 0.633 0.184
H1 3.952 0.654 -0.208
H2 3.879 -1.029 -0.485
H3 0.540 -0.198 1.468
H4 -0.198 0.179 -1.411
H5 -2.564 -1.118 -1.066
H6 -2.178 -1.505 0.634
H7 -1.708 0.834 1.126
H8 -2.088 1.309 -0.306

---

This record from the Open Molecules 2025 dataset describes 2 unconnected molecules or ions with the total composition CH6O2 at a distorted geometry. The level of theory is ωB97M-V/def2-TZVPD.

Calculated values
- charge = 0
- SMILES string = CO.O
- relative energy (zero: lowest compared OMol25 entry of this formula, charge and spin) (eV) = 0.314
- LUMO energy (eV) = 0.672
- HOMO-LUMO gap (eV) = 11.11

Geometry (Å):
C1 -0.184 0.646 -0.820
O1 0.435 1.500 -1.866
H1 -0.190 -0.398 -1.175
H2 -1.227 0.986 -0.707
H3 0.305 0.678 0.168
H4 1.292 1.074 -2.079
O2 -0.319 -1.163 2.302
H5 -0.715 -2.059 2.207
H6 0.602 -1.263 1.970

---

This record from the Open Molecules 2025 dataset describes 2 unconnected molecules or ions with the total composition C6H16 at a distorted geometry. The level of theory is ωB97M-V/def2-TZVPD.

Calculated values
- expectation value of S² = 0.7528
- charge = +1
- relative energy (zero: lowest compared OMol25 entry of this formula, charge and spin) (eV) = 1.955
- LUMO energy (alpha / beta) (eV) = -2.598 / -11.047
- 2S+1 = 2
- HOMO-LUMO gap (alpha / beta) (eV) = 13.14 / 3.25

Geometry (Å):
C1 0.850 0.541 1.922
C2 2.386 0.403 1.573
C3 0.167 -0.849 2.032
H1 0.943 0.906 2.902
H2 0.304 1.120 1.223
H3 2.568 1.261 0.854
H4 0.330 -1.432 1.026
H5 0.391 -1.631 2.860
H6 2.535 -0.586 1.172
H7 3.039 0.572 2.350
H8 -0.880 -0.715 2.142
C4 -1.426 0.438 -2.010
C5 -2.230 -0.871 -1.673
C6 0.090 0.518 -1.806
H9 -1.936 1.297 -1.497
H10 -1.543 0.642 -3.050
H11 -2.244 -0.915 -0.555
H12 -3.179 -1.001 -2.222
H13 0.320 0.238 -0.857
H14 -1.562 -1.716 -2.008
H15 0.357 1.707 -1.759
H16 0.719 0.073 -2.618

---

DFT total energy (computed, Ha): -1479.83785 -12392.58987 -304.70861 -249.67037 -192.14666 -237.72810